Below is 19 unconnected molecules or ions with the total composition C33H101N3O19, with properties calculated with ωB97M-V/def2-TZVPD.

XYZ file:
```
156
Properties=species:S:1:pos:R:3
C -3.801 -11.025 -5.255
C -5.200 -11.333 -5.705
O -5.374 -12.713 -5.925
H -3.118 -11.457 -5.995
H -3.516 -11.447 -4.292
H -3.602 -9.955 -5.206
H -5.424 -10.706 -6.582
H -5.931 -10.973 -4.963
H -6.323 -12.836 -6.055
C -3.220 -4.437 0.367
C -2.681 -3.388 1.311
O -1.304 -3.714 1.643
H -3.501 -5.345 0.911
H -2.468 -4.806 -0.344
H -4.068 -4.161 -0.263
H -3.290 -3.441 2.221
H -2.704 -2.397 0.843
H -1.143 -3.493 2.561
C -6.291 -4.954 2.728
C -5.689 -4.198 3.871
O -4.768 -5.083 4.638
H -5.458 -5.453 2.224
H -6.804 -4.273 2.054
H -6.937 -5.765 3.059
H -6.455 -3.780 4.560
H -5.166 -3.298 3.492
H -4.092 -4.535 5.045
O -11.575 -5.204 -1.863
H -11.144 -4.425 -1.490
H -11.550 -5.896 -1.116
O -5.305 -11.816 0.672
H -5.869 -11.133 1.060
H -5.329 -11.642 -0.293
O -8.731 -6.621 0.686
H -8.310 -6.907 -0.154
H -8.765 -5.656 0.618
O -8.259 -4.124 -0.824
H -7.812 -3.892 -1.662
H -8.870 -3.390 -0.667
O -13.034 -8.993 -3.560
H -13.989 -9.081 -3.461
H -12.705 -8.710 -2.681
O -10.882 -9.955 -7.179
H -10.578 -10.433 -7.963
H -11.530 -9.300 -7.503
O -6.374 -2.196 -5.576
H -5.757 -2.873 -5.906
H -7.046 -2.120 -6.272
O -11.915 -9.473 -1.064
H -11.751 -8.674 -0.508
H -11.163 -10.052 -0.881
O -11.609 -5.437 -4.692
H -10.896 -4.880 -5.025
H -11.400 -5.539 -3.718
O -8.265 -2.845 -3.610
H -8.721 -3.238 -4.362
H -7.440 -2.460 -3.995
O -11.563 -7.020 0.246
H -10.898 -6.740 0.917
H -12.433 -6.931 0.682
O -12.652 -7.691 -6.038
H -12.586 -8.101 -5.165
H -12.474 -6.728 -5.877
O -5.545 -12.066 -2.192
H -6.237 -12.642 -2.553
H -4.748 -12.621 -2.181
C 0.095 -1.391 -6.033
C -0.022 -2.870 -5.683
C 0.495 -3.081 -4.284
C -0.465 -2.600 -3.187
C -1.848 -3.220 -3.318
C -2.396 -3.090 -4.704
N -1.377 -3.386 -5.707
O -1.919 -3.337 -7.004
C -3.438 -4.186 -4.848
C -3.053 -1.729 -4.954
C 0.862 -3.756 -6.542
H -0.604 -1.091 -6.809
H 1.128 -1.188 -6.320
H -0.089 -0.781 -5.147
H 0.743 -4.092 -3.951
H 1.386 -2.471 -4.085
H -0.650 -1.514 -3.273
H -0.043 -2.700 -2.185
H -2.511 -2.666 -2.640
H -1.915 -4.255 -2.964
H -3.998 -4.099 -5.769
H -2.897 -5.139 -4.850
H -4.022 -4.261 -3.929
H -3.732 -1.760 -5.824
H -3.794 -1.435 -4.201
H -2.377 -0.899 -5.157
H 1.900 -3.715 -6.193
H 0.855 -3.500 -7.601
H 0.595 -4.803 -6.388
H -2.139 -2.394 -7.164
C -4.805 -8.533 -2.668
C -5.735 -7.614 -1.853
C -5.569 -6.168 -2.292
C -6.277 -5.832 -3.601
C -7.759 -6.224 -3.502
C -7.925 -7.708 -3.138
N -7.128 -7.955 -1.946
O -7.319 -9.219 -1.433
C -9.406 -7.888 -2.786
C -7.614 -8.548 -4.385
C -5.277 -7.667 -0.394
H -3.764 -8.249 -2.531
H -5.099 -8.424 -3.715
H -4.926 -9.575 -2.369
H -5.933 -5.469 -1.535
H -4.499 -6.055 -2.509
H -5.819 -6.448 -4.389
H -6.163 -4.802 -3.927
H -8.139 -6.033 -4.518
H -8.282 -5.496 -2.887
H -9.561 -7.368 -1.834
H -10.096 -7.490 -3.523
H -9.661 -8.925 -2.559
H -7.606 -9.619 -4.140
H -8.414 -8.416 -5.124
H -6.704 -8.320 -4.945
H -4.231 -7.369 -0.357
H -5.387 -8.670 0.010
H -5.898 -6.984 0.190
H -6.879 -9.810 -2.081
C -6.212 -7.548 -8.208
C -5.642 -6.232 -8.735
C -5.077 -6.395 -10.157
C -6.083 -6.161 -11.313
C -6.816 -4.882 -11.054
C -7.504 -4.795 -9.694
N -6.577 -5.132 -8.663
O -6.996 -4.796 -7.340
C -8.038 -3.407 -9.547
C -8.728 -5.722 -9.779
C -4.452 -5.798 -7.868
H -5.509 -8.349 -8.436
H -7.193 -7.760 -8.636
H -6.364 -7.514 -7.127
H -4.342 -5.596 -10.299
H -4.614 -7.373 -10.244
H -6.726 -7.040 -11.398
H -5.421 -6.075 -12.175
H -7.503 -4.568 -11.842
H -6.067 -4.070 -11.042
H -7.302 -2.610 -9.721
H -8.826 -3.190 -10.276
H -8.515 -3.210 -8.582
H -9.145 -5.989 -8.798
H -9.543 -5.330 -10.387
H -8.471 -6.693 -10.220
H -4.697 -5.975 -6.813
H -4.163 -4.758 -7.978
H -3.573 -6.428 -8.044
H -7.750 -5.389 -7.101
```

The total energy comes out at -2911.60284 Eh. For the relative energy (zero: lowest compared OMol25 entry of this formula, charge and spin), the calculation gives 0.00 kcal/mol. The gap between HOMO and LUMO comes out at 8.49 eV.

These are the Löwdin partial charges, in e, on atoms 1 to 99: -0.09, -0.35, -0.06, 0.08, 0.06, 0.07, 0.11, 0.08, 0.09, -0.10, -0.28, -0.08, 0.06, 0.07, 0.07, 0.09, 0.11, 0.07, -0.10, -0.30, -0.09, 0.06, 0.07, 0.08, 0.11, 0.09, 0.06, -0.08, 0.04, 0.03, -0.08, 0.03, -0.01, -0.07, 0.03, 0.01, -0.07, 0.02, 0.05, -0.06, 0.06, 0.02, -0.08, 0.02, 0.02, -0.06, 0.03, 0.06, -0.07, 0.01, 0.06, -0.08, 0.03, 0.02, -0.07, 0.03, 0.03, -0.07, 0.07, 0.10, -0.10, -0.02, 0.02, -0.05, 0.07, 0.07, -0.02, -0.54, -0.15, -0.17, -0.15, -0.52, -0.11, -0.01, -0.03, -0.02, -0.04, 0.08, 0.09, 0.07, 0.13, 0.13, 0.11, 0.12, 0.12, 0.12, 0.05, 0.11, 0.07, 0.07, 0.09, 0.07, 0.09, 0.08, 0.09, 0.09, -0.01, -0.52, -0.13

Below is 18 unconnected molecules or ions with the total composition C33H102O18, with properties calculated with ωB97M-V/def2-TZVPD.

XYZ file:
```
153
Properties=species:S:1:pos:R:3
O -1.024 -5.796 0.229
H -1.558 -6.334 -0.356
H -0.167 -6.223 0.233
O -5.854 0.305 0.246
H -5.923 1.013 -0.395
H -5.066 -0.175 -0.011
O -1.056 2.537 -6.335
H -0.148 2.274 -6.183
H -1.577 1.807 -5.998
O -3.448 -0.575 -4.383
H -4.190 -0.070 -4.050
H -2.963 -0.834 -3.599
O 3.001 -7.364 0.533
H 3.598 -7.756 1.169
H 3.574 -6.920 -0.093
O -5.505 1.239 4.205
H -5.616 1.012 3.282
H -6.139 0.689 4.665
O 0.430 5.497 4.059
H -0.226 6.184 3.939
H -0.037 4.795 4.512
C 7.239 -2.997 -2.844
C 7.249 -4.381 -2.097
C 7.036 -4.218 -0.538
O 6.072 -5.067 -2.485
H 7.486 -3.037 -3.905
H 8.143 -2.502 -2.488
H 6.375 -2.404 -2.545
H 8.097 -5.054 -2.221
H 6.139 -3.603 -0.480
H 7.897 -3.677 -0.145
H 6.902 -5.149 0.012
H 6.144 -5.244 -3.425
C 3.876 0.450 -7.799
C 4.442 1.686 -7.141
C 4.316 2.953 -7.993
O 3.736 1.965 -6.012
H 2.866 0.754 -8.071
H 3.852 -0.385 -7.098
H 4.390 0.195 -8.726
H 5.461 1.425 -6.856
H 4.682 3.835 -7.467
H 3.309 3.259 -8.278
H 4.848 2.794 -8.931
H 4.269 2.508 -5.426
C -7.472 4.892 -5.131
C -6.400 4.004 -4.632
C -5.577 4.811 -3.645
O -7.007 3.003 -3.948
H -8.144 4.334 -5.785
H -7.005 5.637 -5.774
H -7.895 5.400 -4.265
H -5.864 3.723 -5.539
H -4.626 4.336 -3.405
H -6.000 4.933 -2.648
H -5.320 5.806 -4.009
H -7.573 2.538 -4.569
C -5.911 -8.046 -0.082
C -5.818 -7.252 -1.384
C -6.075 -5.712 -1.156
O -4.478 -7.305 -1.871
H -5.127 -7.796 0.633
H -5.591 -9.042 -0.388
H -6.938 -8.020 0.282
H -6.464 -7.720 -2.127
H -5.310 -5.266 -0.520
H -7.044 -5.435 -0.739
H -6.019 -5.140 -2.082
H -4.279 -6.869 -2.703
C -0.852 -4.130 -7.696
C -1.168 -5.143 -6.615
C -0.104 -5.117 -5.482
O -2.426 -4.828 -6.040
H -0.737 -3.118 -7.307
H -1.734 -4.177 -8.335
H -0.015 -4.388 -8.344
H -1.258 -6.131 -7.065
H 0.829 -4.786 -5.940
H 0.044 -6.141 -5.139
H -0.385 -4.596 -4.567
H -2.460 -3.877 -5.914
C -2.780 1.577 9.112
C -1.783 1.700 7.965
C -1.451 0.396 7.298
O -2.240 2.608 7.021
H -2.309 1.131 9.988
H -3.635 0.966 8.823
H -3.128 2.550 9.459
H -0.843 2.055 8.388
H -0.775 -0.095 7.999
H -1.115 0.524 6.269
H -2.257 -0.335 7.359
H -2.906 2.132 6.520
C 5.470 0.602 5.521
C 5.832 2.096 5.889
C 5.492 2.449 7.326
O 7.207 2.229 5.667
H 5.723 0.340 4.494
H 4.383 0.558 5.594
H 5.891 -0.136 6.204
H 5.292 2.779 5.233
H 5.573 3.531 7.434
H 6.123 1.900 8.025
H 4.462 2.142 7.506
H 7.644 1.605 6.252
C 1.058 -0.649 -0.366
C -0.189 -0.188 0.299
C -0.402 1.245 -0.052
O -1.202 -1.011 -0.299
H 1.192 -1.707 -0.592
H 1.918 -0.205 0.136
H 1.206 -0.112 -1.303
H -0.082 -0.506 1.336
H -1.203 1.730 0.506
H -0.440 1.455 -1.121
H 0.447 1.846 0.273
H -0.952 -1.913 -0.088
C 6.232 7.007 -1.000
C 5.180 5.880 -1.393
C 4.033 6.501 -2.127
O 5.780 4.878 -2.216
H 5.861 7.593 -0.160
H 6.449 7.655 -1.849
H 7.181 6.612 -0.635
H 4.915 5.336 -0.487
H 4.298 7.100 -2.999
H 3.383 7.150 -1.541
H 3.365 5.702 -2.448
H 6.265 4.335 -1.591
C -3.980 8.397 1.950
C -4.205 8.797 3.425
C -4.946 7.706 4.234
O -2.945 9.054 4.024
H -4.925 8.248 1.426
H -3.413 7.476 1.814
H -3.385 9.163 1.453
H -4.834 9.687 3.411
H -5.859 7.381 3.735
H -5.240 8.027 5.233
H -4.247 6.870 4.276
H -2.984 8.730 4.927
C 0.831 -5.747 5.419
C 0.494 -6.982 6.197
C -0.147 -8.112 5.425
O 1.641 -7.512 6.854
H 1.292 -5.000 6.065
H -0.117 -5.315 5.098
H 1.360 -5.969 4.492
H -0.168 -6.606 6.977
H 0.508 -8.636 4.729
H -0.948 -7.747 4.782
H -0.580 -8.844 6.107
H 1.906 -6.896 7.541
```

The total energy comes out at -2672.63178 Eh. For the relative energy (zero: lowest compared OMol25 entry of this formula, charge and spin), the calculation gives 0.00 kcal/mol. The gap between HOMO and LUMO comes out at 10.04 eV.

These are the Löwdin partial charges, in e, on atoms 1 to 99: -0.06, 0.02, 0.02, -0.05, 0.03, 0.03, -0.05, 0.03, 0.02, -0.05, 0.03, 0.03, -0.05, 0.03, 0.03, -0.05, 0.02, 0.03, -0.05, 0.02, 0.03, -0.05, -0.46, -0.05, -0.08, 0.07, 0.07, 0.08, 0.13, 0.07, 0.07, 0.07, 0.08, -0.05, -0.56, -0.05, -0.04, 0.08, 0.08, 0.08, 0.13, 0.08, 0.08, 0.07, 0.10, -0.08, -0.58, -0.06, -0.02, 0.09, 0.08, 0.09, 0.14, 0.07, 0.08, 0.08, 0.10, -0.06, -0.46, -0.06, -0.08, 0.08, 0.07, 0.08, 0.13, 0.07, 0.07, 0.06, 0.09, -0.07, -0.49, -0.05, -0.06, 0.08, 0.08, 0.08, 0.13, 0.07, 0.07, 0.08, 0.08, -0.06, -0.54, -0.06, -0.04, 0.08, 0.08, 0.08, 0.13, 0.08, 0.09, 0.07, 0.09, -0.05, -0.50, -0.06, -0.06, 0.07, 0.07